{
  "formula": "C3H10N4",
  "method": "the ωB97M-V functional and the def2-TZVPD basis",
  "symbols": ["N", "N", "N", "N", "C", "C", "C", "H", "H", "H", "H", "H", "H", "H", "H", "H", "H"],
  "xyz": [[-0.3851, 0.7402, 0.7276], [-0.0096, -1.0439, 0.4491], [2.2078, 0.6290, 0.3605], [0.9323, -1.1326, -0.4562], [-1.2556, -1.6206, -0.0271], [2.0858, -0.4903, -0.2928], [-1.0544, 1.4697, -0.3346], [-1.1379, -2.7045, 0.0042], [3.1210, 1.0585, 0.2618], [-0.8528, 0.7834, 1.6240], [-1.5030, -1.3312, -1.0537], [0.6547, 0.9729, 0.7881], [-2.1157, 1.2228, -0.3674], [-2.0580, -1.3386, 0.6535], [2.9060, -0.9480, -0.8550], [-0.5869, 1.1824, -1.2772], [-0.9486, 2.5510, -0.2048]],
  "forces_ev_per_a": [[-0.154, 0.356, -0.026], [0.992, -0.057, 0.475], [0.174, -0.094, 0.037], [-0.920, -0.738, -0.521], [-0.208, 0.136, -0.160], [0.476, 0.487, 0.218], [0.017, 0.007, 0.070], [0.061, 0.081, 0.014], [-0.014, -0.229, -0.014], [0.035, -0.066, -0.028], [0.051, 0.027, 0.025], [-0.465, -0.049, 0.076], [0.029, -0.011, -0.041], [0.010, -0.002, 0.001], [-0.070, 0.173, 0.014], [-0.024, 0.019, -0.064], [0.009, -0.040, -0.075]],
  "homo_lumo_gap_ev": 8.4,
  "total_charge": 0,
  "homo_ev": -7.46,
  "spin_multiplicity": 1
}

{
  "formula": "C3H10N4",
  "method": "the ωB97M-V functional and the def2-TZVPD basis",
  "symbols": ["N", "N", "N", "N", "C", "C", "C", "H", "H", "H", "H", "H", "H", "H", "H", "H", "H"],
  "xyz": [[-0.5555, -0.1199, 0.2090], [-2.7184, 0.0612, -0.3738], [-1.4549, -0.0532, -0.7378], [-3.1246, -0.0193, 0.8502], [1.4533, 1.2595, 0.2892], [0.8011, -0.0278, -0.2364], [1.5782, -1.2457, 0.2656], [0.8375, -0.0076, -1.3451], [1.2015, -2.1585, -0.1919], [-1.2100, 0.0867, -1.7284], [-2.3094, -0.0167, 1.4601], [2.4372, 1.3851, -0.1559], [1.4533, -1.3221, 1.3421], [0.8432, 2.1264, 0.0483], [-3.4284, -0.0073, -1.0973], [2.6346, -1.1442, 0.0324], [1.5613, 1.2033, 1.3696]],
  "forces_ev_per_a": [[-0.692, -0.114, 0.686], [-0.413, -0.039, -0.285], [0.903, 0.069, -0.700], [-0.548, 0.054, 0.531], [-0.181, -0.217, -0.221], [0.459, 0.111, -0.387], [-0.173, 0.125, -0.279], [0.104, -0.013, 0.126], [-0.017, -0.068, 0.016], [-0.361, -0.005, 0.515], [0.191, -0.007, -0.270], [0.156, 0.053, -0.006], [0.021, -0.025, 0.125], [-0.036, 0.089, -0.026], [0.443, 0.007, 0.060], [0.167, -0.027, 0.001], [-0.023, 0.009, 0.114]],
  "homo_lumo_gap_ev": [7.7, 7.7],
  "total_charge": 0,
  "homo_ev": [-6.96, -7.02],
  "spin_multiplicity": 1
}

{
  "formula": "C3H10N4",
  "method": "the ωB97M-V functional and the def2-TZVPD basis",
  "symbols": ["N", "N", "N", "N", "C", "C", "C", "H", "H", "H", "H", "H", "H", "H", "H", "H", "H"],
  "xyz": [[0.0738, -0.8732, 0.1201], [-1.0423, 1.6142, 1.3438], [-0.7157, 1.6348, 0.0229], [-1.6794, 1.0630, -0.7397], [1.9447, 0.6535, -0.1898], [0.7039, 0.2320, -0.3739], [0.0754, -2.1680, -0.5443], [-1.7232, 0.0420, -0.5790], [2.5580, 0.2671, 0.6180], [0.2801, -0.9737, 1.2540], [-0.6934, 2.4348, 1.8201], [-0.4776, -2.8587, 0.0924], [2.3757, 1.4545, -0.7665], [-0.4849, -2.0849, -1.4748], [1.0866, -2.5339, -0.7464], [-1.6331, 1.3563, -1.7051], [-0.6486, 0.7403, 1.8482]],
  "forces_ev_per_a": [[0.347, -0.658, 4.800], [0.816, -2.505, 1.917], [1.364, 0.504, -2.820], [-1.889, -0.530, 0.586], [0.253, 0.102, 0.067], [-0.164, 1.182, 1.027], [0.051, 0.271, -0.009], [-0.178, 0.570, -0.377], [0.458, -0.783, -0.424], [-0.656, -0.046, -3.803], [0.421, -0.018, -0.246], [0.189, -0.087, -0.059], [-0.282, 0.620, 0.299], [0.141, -0.007, -0.150], [-0.107, -0.135, -0.025], [0.427, -0.224, 0.147], [-1.191, 1.745, -0.930]],
  "homo_lumo_gap_ev": [7.4, 7.3],
  "total_charge": 0,
  "homo_ev": [-7.45, -7.34],
  "spin_multiplicity": 1
}

{
  "formula": "C3H10N4",
  "method": "the ωB97M-V functional and the def2-TZVPD basis",
  "symbols": ["N", "N", "N", "N", "C", "C", "C", "H", "H", "H", "H", "H", "H", "H", "H", "H", "H"],
  "xyz": [[-1.1526, 0.7122, 0.4075], [0.7582, 0.1205, 0.5798], [-1.9208, 0.2383, 1.3683], [0.9329, -1.6622, -1.3135], [-1.1017, -0.1703, -0.7474], [0.1442, -1.1034, -0.4175], [1.6047, 1.1069, -0.0674], [1.9883, 1.8296, 0.6545], [-0.9052, 0.4257, -1.6364], [-2.0965, -0.7604, 1.4504], [-0.1799, -1.8083, 0.3632], [1.1872, -0.2251, 1.4397], [1.0260, 1.6507, -0.8154], [1.1961, -0.9970, -2.0420], [-2.0187, -0.7452, -0.8833], [-1.9110, 0.7676, 2.2270], [2.4488, 0.6205, -0.5676]],
  "forces_ev_per_a": [[0.504, -0.354, 0.479], [-0.747, 0.163, -0.045], [0.315, 0.037, -0.222], [0.071, 0.142, 0.060], [0.323, -0.232, -0.069], [-0.160, 0.179, -0.045], [-0.072, -0.070, 0.018], [-0.019, -0.037, -0.032], [0.005, 0.005, 0.026], [0.065, 0.102, -0.113], [-0.026, 0.037, 0.017], [-0.087, 0.047, -0.073], [0.003, -0.020, 0.007], [-0.116, -0.044, -0.005], [0.010, 0.048, 0.073], [-0.010, 0.003, -0.090], [-0.061, -0.008, 0.014]],
  "homo_lumo_gap_ev": [7.0, 7.0],
  "total_charge": 0,
  "homo_ev": [-7.06, -7.06],
  "spin_multiplicity": 1
}

{
  "formula": "C3H10N4",
  "method": "the ωB97M-V functional and the def2-TZVPD basis",
  "symbols": ["N", "N", "N", "N", "C", "C", "C", "H", "H", "H", "H", "H", "H", "H", "H", "H", "H"],
  "xyz": [[1.8229, -0.5103, 0.7396], [-2.7507, 1.0294, 1.3303], [-0.5651, 1.1543, 0.4374], [0.8649, -0.4428, -1.3536], [-1.5016, 0.8322, 1.3786], [1.1277, -1.3363, -0.2227], [-0.6800, 0.9503, -0.8270], [1.7710, -2.1891, -0.4989], [-0.1968, 1.6523, -1.4928], [0.1450, -1.7077, 0.1243], [0.6155, -0.9485, -2.1927], [-3.0784, 1.3819, 0.4313], [2.0336, -1.0380, 1.5782], [1.7496, 0.0776, -1.4467], [1.1787, 0.3269, 0.9484], [-1.0902, 0.4717, 2.3153], [-1.4461, 0.2962, -1.2491]],
  "forces_ev_per_a": [[-0.986, 1.360, 0.254], [-0.720, -0.302, 0.231], [0.271, 0.768, -0.720], [1.186, -0.323, 0.052], [-0.219, -0.273, -0.030], [-0.340, -0.109, 0.014], [-0.335, 0.434, 0.925], [-0.301, 0.144, 0.111], [0.134, -0.189, -0.226], [0.226, -0.069, -0.044], [0.232, 0.013, -0.188], [0.286, 0.119, -0.023], [-0.075, 0.222, 0.042], [-0.586, -0.216, -0.504], [1.305, -1.607, -0.062], [0.088, -0.091, 0.175], [-0.167, 0.118, -0.008]],
  "smiles": "[H]/N=C\\N=C.NCN",
  "homo_lumo_gap_ev": 9.6,
  "total_charge": 0,
  "homo_ev": -8.79,
  "spin_multiplicity": 1
}

{
  "formula": "C3H10N4",
  "method": "the ωB97M-V functional and the def2-TZVPD basis",
  "symbols": ["N", "N", "N", "N", "C", "C", "C", "H", "H", "H", "H", "H", "H", "H", "H", "H", "H"],
  "xyz": [[0.8836, 1.4861, -0.7227], [-1.0913, -1.1845, 0.8046], [-0.1361, 0.1565, 0.8247], [-0.0895, -0.5606, -1.5232], [-2.1315, -1.1129, 1.8174], [2.2999, 1.3535, -0.9982], [-0.0003, 0.1913, -0.4174], [-1.7398, -0.8727, 2.8118], [-0.8043, -1.2707, -1.4311], [2.7170, 2.3328, -1.2639], [-2.6536, -2.0749, 1.8872], [-0.4124, -1.9086, 1.0427], [0.7109, 2.1832, -0.0025], [2.4691, 0.6979, -1.8573], [-2.8725, -0.3560, 1.5442], [-0.0106, -0.0238, -2.3743], [2.8613, 0.9636, -0.1422]],
  "forces_ev_per_a": [[-2.167, -1.360, -0.537], [1.129, 1.035, 0.667], [-3.794, -4.072, 0.660], [-0.896, -0.531, 0.180], [0.108, 0.171, 0.287], [0.031, -0.293, 0.002], [5.807, 5.784, -1.161], [-0.057, 0.054, -0.001], [0.054, -0.060, -0.343], [-0.158, -0.148, 0.079], [0.157, 0.092, -0.151], [-0.247, 0.158, 0.207], [-0.064, -0.563, -0.030], [-0.029, 0.013, 0.127], [0.165, -0.066, -0.013], [-0.180, -0.134, 0.047], [0.140, -0.081, -0.019]],
  "smiles": "CN/N=C(\\N)NC",
  "homo_lumo_gap_ev": 9.6,
  "total_charge": 0,
  "homo_ev": -8.50,
  "spin_multiplicity": 1
}

{
  "formula": "C3H10N4O",
  "method": "the ωB97M-V functional and the def2-TZVPD basis",
  "symbols": ["O", "N", "N", "N", "N", "C", "C", "C", "H", "H", "H", "H", "H", "H", "H", "H", "H", "H"],
  "xyz": [[1.9107, 0.1979, -0.2918], [-1.0260, 1.3358, -0.2420], [-1.3429, -0.9762, -0.3086], [0.6837, -0.5838, -0.2330], [0.0018, 2.3696, 0.0644], [-2.6964, -0.7987, 0.2085], [-0.3824, 0.0586, -0.3685], [3.0714, -0.6409, 0.0765], [-0.6566, -1.8424, 0.1868], [-3.1312, -1.4509, 1.1832], [0.0737, 2.3506, 1.1766], [0.8896, 1.8634, -0.1285], [-1.3973, 1.5896, -1.1035], [-3.6053, -0.9366, -0.9141], [2.5334, -1.8322, -0.3026], [-2.2740, 0.3706, 0.2366], [3.2682, -0.8370, 1.3149], [4.0795, -0.2372, -0.5549]],
  "forces_ev_per_a": [[0.972, -0.335, 0.583], [4.395, -0.112, 0.996], [1.447, -5.573, 1.846], [5.463, 1.572, 0.254], [0.471, -1.211, 3.050], [-0.971, 1.917, -2.312], [-4.397, -1.602, 1.382], [-1.124, -3.031, -0.294], [-3.132, 2.742, -2.431], [1.648, 2.043, -2.803], [-0.597, 0.281, -2.882], [-0.345, 0.869, -0.178], [-1.058, 0.617, -1.875], [2.538, 0.287, 3.709], [2.528, 3.431, 0.957], [-4.158, -1.771, 1.579], [-0.567, 1.155, -3.517], [-3.116, -1.282, 1.936]],
  "homo_lumo_gap_ev": 8.8,
  "total_charge": 0,
  "homo_ev": -8.08,
  "spin_multiplicity": 1
}

For the records above, the corresponding energy relative to the best compared isomer or geometry (same formula, charge and spin) values read 314.7; 411.6; 637.7; 497.0; 197.5; 225.0; 1054.8 kJ/mol.